1.
DFT (wB97M-V/def2-TZVPD) results for a 2-piece molecular cluster, CH3IN2 overall.

SMILES: C#N.NI
HOMO level: -8.589 eV
charge: 0
orbital gap: 8.67 eV
total energy: -12164.673 eV
relative energy (zero: lowest compared OMol25 entry of this formula, charge and spin): 0.00 kJ/mol

```
7
CH3IN2, DFT wB97M-V/def2-TZVPD
C -1.8597 -1.4860 -1.2850
N -1.1699 -1.2206 -0.4179
H -2.4332 -1.6093 -2.1966
N 1.0619 1.0826 0.7608
I 2.7819 2.0444 1.3810
H 1.4285 0.1429 0.5006
H 0.1904 1.0461 1.2571
```

natural (NBO) population analysis, charges in e, atoms 1 to 2: 0.08 -0.32

=====

2.
DFT (wB97M-V/def2-TZVPD) results for C10H21N5O6S3W as an isolated structure.

HOMO level: -22.620 eV
charge: +4
orbital gap: 7.69 eV
total energy: -64729.611 eV
relative energy (zero: lowest compared OMol25 entry of this formula, charge and spin): 0.83 kJ/mol

```
46
C10H21N5O6S3W, DFT wB97M-V/def2-TZVPD
W 0.8967 -0.2707 0.4436
C -1.8537 0.3669 1.8455
C -0.7657 0.4431 2.8983
O 0.4332 0.9312 2.2413
C 0.8105 2.3415 2.4413
C 0.5228 3.0691 1.1549
O 0.8900 2.1499 0.0948
C 0.7768 2.7514 -1.2253
C 0.9360 1.6133 -2.1949
O 0.1865 0.4682 -1.6757
C -1.2461 0.4751 -1.8495
C -1.8969 0.8208 -0.5408
O -1.2112 0.0601 0.5371
H -2.3636 1.3205 1.7195
H -2.5841 -0.4113 2.0588
H -0.5211 -0.5258 3.3274
H -1.0446 1.1141 3.7096
H 1.8645 2.3361 2.7018
H 0.2443 2.7400 3.2803
H 1.1186 3.9806 1.0804
H -0.5333 3.3270 1.0422
H -0.1953 3.2444 -1.2992
H 1.5611 3.4982 -1.3603
H 1.9661 1.2674 -2.2650
H 0.5765 1.8549 -3.1945
H -1.5303 -0.5192 -2.1900
H -1.5391 1.1899 -2.6199
H -2.9477 0.5318 -0.5261
H -1.8055 1.8762 -0.2872
N -1.3471 -3.2941 0.7943
N -1.4795 -3.4659 -0.5926
C -0.5748 -3.0178 -1.4498
N -0.5765 -3.4491 -2.6900
N 0.3238 -2.0300 -1.0061
N 1.4968 -1.9283 -1.6135
O 1.9468 -2.5127 -2.5270
O 2.1888 -0.9996 -0.9887
H -2.2712 -3.0968 1.1689
H -1.0478 -4.1812 1.1995
H -2.1786 -4.1190 -0.9397
H -1.1569 -4.2343 -2.9698
H 0.0732 -3.1165 -3.3883
S 5.3559 -1.2306 1.7160
C 4.2174 -0.3579 1.3062
S 3.1279 0.8025 0.8492
S 1.1565 -1.8132 1.7832
```

natural (NBO) population analysis, charges in e, atoms 1 to 2: 1.36 -0.09

=====

What is the total energy in the first record? -12164.673 eV

=====

Which formula does entry 1 have? CH3IN2

=====

What did the first record say?
DFT (wB97M-V/def2-TZVPD) results for a 2-piece molecular cluster, CH3IN2 overall.

SMILES: C#N.NI
HOMO level: -8.589 eV
charge: 0
orbital gap: 8.67 eV
total energy: -12164.673 eV
relative energy (zero: lowest compared OMol25 entry of this formula, charge and spin): 0.00 kJ/mol

```
7
CH3IN2, DFT wB97M-V/def2-TZVPD
C -1.8597 -1.4860 -1.2850
N -1.1699 -1.2206 -0.4179
H -2.4332 -1.6093 -2.1966
N 1.0619 1.0826 0.7608
I 2.7819 2.0444 1.3810
H 1.4285 0.1429 0.5006
H 0.1904 1.0461 1.2571
```

natural (NBO) population analysis, charges in e, atoms 1 to 2: 0.08 -0.32

=====

Number 1 is which compound? CH3IN2